Below is C38H46ClF15O31Si2 as an isolated structure, with properties calculated with wB97M-V/def2-TZVPD.

Structure (XYZ):
```
133
Properties=species:S:1:pos:R:3:forces:R:3
C 1.2381 1.9422 -0.8842 -0.76 1.02 -0.17
C 1.8250 1.3088 -2.2774 0.20 0.77 0.25
C 2.5151 -0.1710 -2.1354 0.13 0.38 -1.74
Si 1.7929 -1.2832 -0.7399 0.02 -0.79 -0.52
O 0.6867 -2.5529 -1.3304 -1.10 2.67 -1.59
Si -0.5620 -1.8362 -2.3525 0.74 -1.18 0.88
Cl -0.2642 -2.3302 -4.4407 -0.20 0.26 1.61
C -2.3495 -2.3405 -1.8441 -1.27 -1.45 -0.38
C -3.5331 -1.7182 -2.8487 1.53 -0.50 -0.49
C -3.7379 -0.1077 -2.7117 -0.18 0.66 -0.95
C -4.8826 0.4107 -1.6821 0.93 1.98 -0.89
F -5.8134 1.3325 -2.4341 2.37 -2.85 2.56
F -4.2156 1.2798 -0.6572 -2.31 -2.62 -2.62
C -5.7631 -0.7302 -0.9177 -3.00 -0.26 2.66
F -6.7050 -1.4853 -1.8266 3.80 2.43 3.16
F -4.9733 -1.6423 -0.0298 -2.79 3.10 -3.65
F -6.6817 0.0158 0.0230 2.96 -2.57 -3.01
H 0.1793 1.4698 -0.6063 2.39 0.72 -0.42
H 1.0128 3.0960 -1.0748 0.54 -3.15 0.56
H 1.9702 1.9011 0.0298 -1.46 -0.30 -1.93
H 2.6109 2.0999 -2.7028 -1.57 -1.92 0.86
H 0.9624 1.2600 -3.0670 1.65 0.04 1.55
H 2.3296 -0.7243 -3.1767 0.54 1.01 2.11
H 3.6866 -0.0943 -2.0290 -2.34 -0.12 -0.04
H 2.9298 -1.9601 -0.0656 -0.17 -0.25 -0.21
H 1.0710 -0.5746 0.3085 -0.33 0.02 -0.16
H -0.4661 -0.3588 -2.2426 0.19 -0.21 -0.15
H -2.4213 -3.5204 -2.0113 0.12 2.41 0.57
H -2.5580 -2.1396 -0.7109 0.40 -0.29 -2.11
H -3.1039 -1.9097 -3.9471 -1.08 0.53 2.34
H -4.5009 -2.3707 -2.7758 1.71 1.56 0.05
H -4.0391 0.2922 -3.7958 0.36 -0.77 2.56
H -2.7387 0.4895 -2.4469 -2.22 -1.56 -0.34
C 0.0706 -5.1735 -9.2084 0.00 -0.85 -0.95
C -0.7218 -4.7410 -8.0224 -0.24 -0.36 0.72
O 0.0738 -3.7307 -7.4452 0.01 0.23 -0.88
C 0.7614 -3.1828 -8.4862 1.87 2.95 -0.05
O 1.3408 -2.1106 -8.4350 -1.41 -2.71 -0.15
O 0.7163 -3.9781 -9.5983 0.00 0.72 0.70
F -0.8435 -5.7492 -7.1300 -0.24 -0.12 0.19
H 0.8240 -5.9292 -8.9619 -0.19 0.06 0.22
H -0.5616 -5.5581 -10.0133 0.17 0.21 0.03
H -1.7102 -4.3371 -8.2661 0.02 -0.12 0.17
C -0.3402 -5.6766 -0.9408 0.55 0.76 -0.94
C 0.1525 -6.8587 -0.1782 0.88 -0.26 0.05
O -0.7248 -6.9295 0.9228 -0.74 0.14 -0.49
C -1.8990 -6.4030 0.4750 -2.95 0.01 1.20
O -2.9704 -6.5391 1.0418 2.55 0.39 -1.25
O -1.7313 -5.7094 -0.6922 -0.50 -0.73 0.98
F 1.4037 -6.6450 0.2873 0.19 -0.13 0.14
H 0.0723 -4.7319 -0.5711 0.14 -0.21 0.03
H -0.1312 -5.7556 -2.0111 -0.20 0.02 0.14
H 0.1183 -7.7997 -0.7374 0.22 0.03 0.17
C -3.7008 2.2751 2.0753 -0.60 0.06 -1.01
C -3.7276 1.5384 3.3708 -0.26 -0.73 0.30
O -2.5611 1.9819 4.0262 -0.19 0.96 -0.29
C -2.3490 3.2436 3.5574 1.80 2.16 1.08
O -1.6030 4.0528 4.0833 -1.63 -1.85 -1.27
O -3.0806 3.4950 2.4291 0.77 0.01 0.89
F -3.6226 0.2056 3.1699 -0.05 -0.39 0.06
H -3.0988 1.7696 1.3128 -0.05 -0.12 0.30
H -4.7032 2.4469 1.6738 0.19 0.14 0.10
H -4.6035 1.7541 3.9918 0.15 -0.17 -0.07
C 0.1992 -5.9297 3.9610 -0.68 0.03 -1.13
C 0.1724 -6.6664 5.2565 -0.07 -0.79 0.14
O 1.3389 -6.2229 5.9119 -0.26 0.81 -0.22
C 1.5510 -4.9612 5.4431 1.97 2.34 1.04
O 2.2970 -4.1520 5.9690 -1.64 -2.07 -1.36
O 0.8194 -4.7098 4.3148 0.64 0.04 1.02
F 0.2774 -7.9991 5.0556 -0.11 -0.27 0.14
H 0.8012 -6.4352 3.1985 -0.08 -0.15 0.23
H -0.8032 -5.7578 3.5595 0.21 0.13 0.07
H -0.7035 -6.4506 5.8775 0.08 -0.20 -0.01
C 3.5116 0.2547 5.0119 0.58 0.47 0.94
C 2.8071 -1.0233 4.7087 -0.46 -0.63 0.86
O 1.9973 -0.6987 3.6016 0.73 0.58 -0.65
C 2.6677 0.2931 2.9507 -0.32 1.10 -2.25
O 2.4282 0.6451 1.8077 0.66 -0.68 2.67
O 3.6475 0.8408 3.7328 -0.72 -0.42 -1.26
F 2.0026 -1.3853 5.7332 0.02 -0.04 -0.07
H 2.9254 0.9194 5.6552 0.04 -0.62 -0.29
H 4.4889 0.0914 5.4741 -0.06 0.08 -0.24
H 3.4735 -1.8521 4.4470 -0.23 -0.10 0.12
C 6.2627 -8.3710 0.1003 1.09 -0.59 0.34
C 5.5487 -7.0751 0.2809 0.22 0.84 -0.14
O 4.4115 -7.2081 -0.5412 -0.07 -0.88 0.38
C 4.1427 -8.5437 -0.5612 -2.64 -1.47 -1.06
O 3.0856 -9.0236 -0.9356 2.53 1.10 0.82
O 5.2002 -9.2807 -0.1030 -0.98 0.42 -0.28
F 6.2922 -6.0460 -0.1837 0.05 0.27 0.10
H 6.9171 -8.3753 -0.7779 -0.11 0.26 0.07
H 6.8525 -8.6469 0.9786 -0.22 -0.11 -0.13
H 5.2367 -6.8744 1.3114 0.07 0.16 -0.12
C 3.3281 4.9678 7.4363 0.30 0.96 0.78
C 2.8246 4.7422 6.0516 0.16 0.43 -0.84
O 2.9068 3.3438 5.8948 -0.37 -0.17 0.92
C 2.7478 2.8364 7.1493 -0.57 -2.60 1.04
O 2.4865 1.6690 7.3874 0.59 2.88 -0.19
O 2.9091 3.7976 8.1093 -0.27 -0.96 -0.66
F 3.6396 5.3215 5.1417 -0.03 0.13 -0.22
H 4.4197 5.0423 7.4832 -0.11 -0.01 -0.26
H 2.8955 5.8606 7.8958 -0.02 -0.28 0.05
H 1.7923 5.0707 5.8903 0.14 -0.02 -0.16
C 1.6025 5.3068 -5.3398 0.35 1.02 -0.85
C 0.7838 4.0614 -5.3616 0.11 -0.62 -0.52
O 0.9519 3.5338 -4.0653 -0.29 0.98 0.31
C 1.1674 4.6168 -3.2670 0.08 0.39 2.65
O 1.0848 4.5974 -2.0501 0.22 0.97 -3.15
O 1.4800 5.7308 -3.9970 -0.39 -1.16 0.99
F 1.2811 3.1728 -6.2508 -0.15 -0.20 -0.17
H 2.6579 5.1239 -5.5678 -0.18 -0.22 -0.03
H 1.2217 6.0669 -6.0272 0.06 0.02 0.33
H -0.2811 4.2276 -5.5562 0.09 -0.17 -0.08
C 2.9622 9.4559 -1.5412 1.12 -0.03 0.65
C 1.4989 9.6008 -1.2971 -0.47 0.52 0.44
O 0.9462 9.5938 -2.5937 0.55 -0.74 -0.18
C 1.8012 8.8392 -3.3395 -0.37 -1.24 -2.94
O 1.5280 8.3758 -4.4343 0.71 1.38 2.50
O 3.0009 8.6582 -2.7075 -0.97 -0.04 -0.65
F 1.2216 10.7926 -0.7223 -0.20 0.13 0.21
H 3.4554 10.4134 -1.7399 -0.28 0.02 0.08
H 3.4754 8.9624 -0.7115 -0.05 -0.07 -0.27
H 1.0602 8.7903 -0.7054 -0.05 0.19 0.01
C -7.7420 5.3218 2.0943 -1.05 -0.36 -0.73
C -6.7593 6.4395 2.1755 -0.08 0.87 0.04
O -6.0171 6.1421 3.3363 0.04 -0.99 -0.30
C -6.0505 4.7839 3.4402 1.72 -1.71 1.88
O -5.3028 4.1332 4.1510 -1.91 1.45 -1.60
O -7.0200 4.2381 2.6440 0.94 0.20 0.60
F -7.3878 7.6217 2.3631 0.05 0.26 -0.10
H -8.6394 5.5022 2.6956 0.19 0.22 -0.02
H -8.0459 5.1090 1.0658 0.14 -0.15 0.20
H -6.0852 6.5079 1.3150 -0.07 0.17 0.10
```
Positions in Å, forces in eV/Å.

Values from the calculation:
HOMO energy: -9.757 eV
LUMO: 0.350 eV